{
  "formula": "C18H23LiN5O3",
  "method": "wB97M-V/def2-TZVPD",
  "elements": ["O", "O", "O", "N", "N", "N", "N", "N", "C", "C", "C", "C", "C", "C", "C", "C", "C", "C", "C", "C", "C", "C", "C", "C", "C", "C", "Li", "H", "H", "H", "H", "H", "H", "H", "H", "H", "H", "H", "H", "H", "H", "H", "H", "H", "H", "H", "H", "H", "H", "H"],
  "positions_angstrom": [[-1.51880, -1.55484, -2.96772], [-0.28646, 0.27400, 0.43347], [-2.15226, -1.30378, -0.82366], [-3.96891, -2.22224, 1.56677], [-3.68058, 0.77472, 1.36720], [-6.17609, -2.00001, 1.81054], [-5.86131, 0.98655, 1.74279], [-0.02876, -0.48034, -1.64515], [-1.32190, -1.15199, -1.72407], [0.68988, -0.62970, -2.87672], [4.56600, 0.15839, -0.04314], [4.65845, 1.42172, 0.42047], [-0.31632, -1.22313, -3.80933], [-4.97385, -1.34128, 1.68611], [0.51147, 0.00957, -0.45797], [3.08782, -0.47200, -0.03564], [-4.82821, 0.10590, 1.57491], [-3.99646, 2.11940, 1.34160], [6.03484, 2.09452, 0.63884], [3.46038, 2.23870, 0.46030], [-5.34885, 2.26437, 1.58157], [1.97723, 0.43442, -0.42888], [5.82186, -0.56430, -0.46179], [2.09594, 1.69514, 0.36608], [-4.52347, -3.48463, 1.69795], [-5.91088, -3.35428, 1.75831], [-2.14422, -0.53151, 0.91933], [3.01293, -0.84072, 0.99941], [-6.69066, -4.08239, 1.87386], [-3.96019, -4.40083, 1.56000], [6.65074, 1.66502, 1.44671], [-3.23251, 2.87475, 1.16451], [0.01660, -2.14902, -4.29492], [5.88297, 3.14294, 0.91836], [3.62050, 3.20963, 0.97744], [-0.65315, -0.51889, -4.58721], [-7.08019, -1.53297, 1.90057], [-6.83551, 0.74149, 1.93208], [1.02412, 0.32635, -3.26053], [2.17690, 0.58526, -1.48094], [5.68656, -1.54201, -0.93054], [3.04768, -1.34297, -0.71276], [1.58233, 1.51886, 1.31810], [1.54135, -1.28820, -2.73137], [6.70458, 2.14253, -0.24109], [3.25923, 2.29385, -0.62828], [1.43053, 2.42117, -0.08875], [-5.94193, 3.14348, 1.65947], [6.55698, -0.67706, 0.34856], [6.33361, 0.04635, -1.23486]],
  "lowdin_charge": [0.09, 0.04, 0.03, 0.08, 0.03, 0.10, 0.11, 0.08, -0.41, -0.12, -0.20, -0.25, -0.04, -0.27, -0.30, -0.07, -0.26, -0.11, -0.04, -0.14, -0.06, -0.25, -0.06, -0.20, -0.10, -0.07, 0.68, 0.14, 0.11, 0.11, 0.09, 0.11, 0.14, 0.07, 0.14, 0.14, 0.16, 0.16, 0.14, 0.13, 0.07, 0.11, 0.13, 0.14, 0.08, 0.14, 0.13, 0.11, 0.09, 0.08],
  "homo_lumo_gap_ev": 8.2164,
  "total_energy_ha": -1206.5928,
  "spin_multiplicity": 1,
  "de_lowest_kcal_mol": 13.7,
  "largest_force_ev_per_a": 4.33,
  "charge": 1,
  "homo_energy_ev": -10.34
}